Record 1
ORCA calculation (the ωB97M-V functional and the def2-TZVPD basis) on a cluster of 10 separate species, C16H54N18O10 in total at a distorted geometry.

Last column: Mulliken charge in e.
Element x y z (Å)
O: 0.9990 1.3795 0.8726  -0.9133
O: 3.6729 1.9374 4.3961  -0.7439
O: 5.2257 3.5564 0.0366  -0.8037
O: 3.4557 -1.6743 -0.4289  -0.7835
O: -0.0201 3.4396 -1.6859  -0.6104
O: -2.5142 6.0027 0.2282  -0.7468
O: -1.4312 -3.7409 -4.3909  -0.3009
O: -1.5070 -0.7765 3.9852  -0.3700
O: 1.5374 -3.9120 -3.4961  -0.5861
O: -4.1388 1.5908 0.1603  -0.7817
N: 3.5125 2.6913 1.2059  -0.0805
N: -4.2334 4.5430 0.6225  -0.2741
N: -5.9478 1.8020 1.2072  -0.4474
N: 3.3678 2.7734 -0.9045  -0.2168
N: 5.1749 -0.8074 -1.5976  -0.3784
N: -0.8263 0.8249 -0.3276  0.3975
N: -4.4196 0.6411 2.1589  -0.3522
N: -2.3231 3.8246 -0.0211  0.1284
N: 0.8445 4.3728 -3.4828  -0.4537
N: 1.1249 0.0918 -0.9051  0.7243
N: 5.1755 -0.6687 0.5307  -0.4180
N: 0.3726 2.2500 -3.5457  -0.3351
N: 1.8129 -2.5315 -5.2557  -0.3339
N: -0.4938 -0.9625 -3.4059  -0.2972
N: 4.4822 -0.1059 4.0906  -0.3909
N: 2.7499 0.2512 3.0194  -0.0254
N: -1.3355 -4.3291 4.9936  -0.7342
N: 2.6175 -1.9823 -3.3208  -0.2012
C: 2.0349 -2.9457 -4.0151  0.4033
C: -2.2790 -2.6211 -4.2465  -0.8147
C: -1.0240 -2.1368 4.0833  -0.6806
C: -2.8658 -0.4485 -3.0381  -1.1604
C: -1.7910 -1.5645 -3.0954  0.1107
C: 4.5375 -1.1135 -0.5078  0.9350
C: -3.0017 4.8728 0.2740  0.6224
C: 3.5835 0.7838 3.8787  0.6957
C: -4.7810 1.3526 1.1034  0.7895
C: 0.3634 3.3642 -2.8022  0.3973
C: 0.4716 0.8273 -0.0763  -0.0518
C: -1.4775 -4.6300 -3.2577  -0.7564
C: -0.5404 0.1920 3.4953  -0.6094
C: -1.9635 -3.0394 4.8623  0.5772
C: 4.1009 3.0397 0.1391  0.5514
C: -2.3642 -2.6380 6.2409  -1.5220
H: -4.6078 3.6237 0.8094  0.1356
H: 2.0462 0.8645 2.6337  -0.0646
H: -1.7333 -2.0114 -2.1029  0.4271
H: -3.6007 0.0754 1.9869  0.1732
H: 4.5855 -0.9527 -2.4048  0.1438
H: -2.5928 0.2265 -2.2270  0.1126
H: 2.6597 2.1725 1.0519  0.3132
H: 3.7274 3.3204 -1.6736  0.1780
H: -0.1802 1.4829 -3.1907  0.2339
H: -6.5201 1.7363 2.0368  0.1349
H: -2.3936 -5.2117 -3.3600  0.3633
H: 2.8142 -0.6679 2.6056  0.1994
H: -3.0122 0.0743 -3.9832  0.3253
H: -1.3662 3.7928 -0.3426  0.0620
H: 2.6821 -2.0673 -2.3164  0.1796
H: 2.1167 -1.6048 -5.5183  0.1725
H: -1.5485 -2.1249 6.7504  0.2906
H: 4.8160 -0.7153 1.4734  0.0888
H: -0.5790 -0.8618 -4.4072  0.3197
H: -0.1151 -1.9568 4.6574  0.3965
H: -0.1984 -0.0916 2.4999  0.1250
H: -5.1684 0.4065 2.7948  0.1442
H: 5.2176 0.1914 4.7159  0.2323
H: -1.0384 1.1609 3.4569  0.3535
H: -2.3502 -2.2972 -5.2849  0.3113
H: 0.7150 -0.3604 -1.7098  0.0305
H: 3.9004 2.9955 2.0874  0.1621
H: 1.2627 4.2974 -4.3991  0.1670
H: 1.0859 2.0484 -4.2317  0.2039
H: -3.2616 -2.9559 -3.9141  0.4231
H: 3.1987 -1.2876 -3.7676  0.1756
H: 1.0815 5.0885 -2.8108  0.3013
H: 2.4630 2.3615 -0.7262  0.0154
H: -3.8563 -0.8264 -2.7845  0.4583
H: -1.4983 1.1681 0.3438  -0.1913
H: 0.2886 -1.5747 -3.2238  0.0218
H: 0.3122 0.2393 4.1727  0.4016
H: 4.3442 -1.0976 3.9577  0.2053
H: -2.8580 2.9935 0.1870  0.1353
H: -0.6547 -5.3443 -3.2859  0.2582
H: 5.9757 -0.0698 0.3848  0.1412
H: -1.5138 -4.1586 -2.2756  0.2817
H: -0.3728 -4.1841 5.2627  0.2849
H: -1.7430 -4.7049 5.8378  0.2579
H: -0.8209 -2.5726 3.1051  0.3048
H: -6.2527 2.2533 0.3567  0.2892
H: 2.1023 -0.0011 -0.6684  -0.2196
H: -1.1433 0.2275 -1.0778  -0.1472
H: -3.1865 -1.9249 6.1823  0.2685
H: -2.7073 -3.4513 6.8804  0.4904
H: -2.9094 -3.2564 4.3661  0.2022
H: 1.3313 -3.1317 -5.9099  0.2288
H: 6.0633 -0.3289 -1.6415  0.1642
H: -4.9464 5.2166 0.8633  0.1749

Computed properties:
total energy: -64767.84181 eV
E_LUMO: -0.09 eV
structure (SMILES): COC[C@H](C)N.COC[C@H](C)N.NC(N)=O.NC(N)=O.NC(N)=O.NC(N)=O.NC(N)=O.NC(N)=O.NC(N)=O.NC(N)=O
relative energy (zero: lowest compared OMol25 entry of this formula, charge and spin): 620.6 kJ/mol
frontier orbital gap: 8.419 eV

***

Record 2
ORCA calculation (the ωB97M-V functional and the def2-TZVPD basis) on a structure of composition C16H56B2O16PdPtS2Sr at a distorted geometry.

Last column: Löwdin spin population.
Element x y z (Å)
Pt: 0.6604 0.0685 -3.2991  1.5310
Pd: -2.2560 -1.7136 1.3541  1.5654
Sr: -3.3987 -1.7818 -2.4097  0.0055
S: -0.9482 0.1848 -0.3021  0.0150
S: -4.5043 -3.0628 0.1709  0.0056
O: -3.0778 -3.0576 -0.2761  0.0743
O: -0.5158 -0.3343 1.0119  0.0620
O: 0.0740 2.1919 -2.7690  0.0404
O: -4.9321 -4.3275 0.6864  0.0107
O: 0.9729 -1.0025 3.1760  -0.0001
O: 2.7211 0.6429 -2.4890  0.0572
O: -4.3991 -2.0421 1.2662  0.1181
O: -0.5901 -3.3270 1.2038  0.0139
O: -2.2169 4.1981 -0.4164  0.0000
O: -3.1616 0.1334 2.4008  0.0355
O: -1.1124 1.6366 -0.2614  0.0065
O: -5.2716 -2.5540 -0.9817  0.0120
O: 1.5029 -3.1849 -0.8125  0.0065
O: -2.2216 -0.5707 -0.5440  0.0866
O: 0.5898 3.0797 1.3391  0.0001
O: 0.0291 -0.2423 -1.3112  0.0962
C: -0.1475 -4.4718 1.9555  0.0002
C: -4.1311 1.8887 1.0518  0.0000
C: -3.2484 1.5548 2.2440  0.0046
C: -1.9536 4.9787 0.7394  0.0000
C: 0.7594 3.4206 3.7033  0.0000
C: 3.1335 0.0901 -1.2206  0.0023
C: -2.9892 6.0841 0.8019  0.0000
C: 2.1402 -1.5117 2.5594  0.0000
C: 2.8356 -2.5005 3.4764  0.0000
C: 0.7158 2.4059 2.5930  0.0001
C: 3.8771 -3.6063 -0.6538  0.0001
C: 3.2218 1.2190 -0.2053  0.0012
C: 1.9700 3.7021 -3.1426  0.0001
C: 0.4624 3.5462 -3.0932  0.0064
C: -0.6104 -5.7400 1.2589  0.0001
C: 2.4964 -4.1947 -0.8502  0.0005
B: -1.6466 -0.4290 -3.9356  0.0470
B: 1.5441 -2.0558 -3.8269  0.0595
H: -1.8165 3.3273 -0.3178  0.0000
H: 3.7098 -2.8794 2.9377  0.0000
H: 2.1769 -3.3506 3.6509  0.0000
H: 2.2210 1.6016 0.0036  -0.0001
H: 0.7220 2.9584 4.6930  0.0000
H: 1.6097 1.7789 2.5308  0.0000
H: 2.4317 -4.7690 -1.7781  0.0001
H: 0.0569 3.8265 -4.0657  0.0000
H: -0.0005 -5.8813 0.3659  0.0000
H: 1.4148 -2.7766 -1.6976  0.0045
H: 3.4863 1.0813 -2.8708  0.0040
H: -2.0093 4.3454 1.6307  0.0000
H: -2.9441 6.7254 -0.0790  0.0000
H: -0.1354 1.7394 2.7638  0.0001
H: 0.4728 -0.5533 2.4790  -0.0001
H: 4.1888 -3.0785 -1.5618  0.0000
H: -0.0571 4.1429 3.6530  0.0000
H: -0.4441 2.2317 -1.9503  0.0004
H: -0.4601 -6.5941 1.9240  0.0000
H: -5.0706 1.3244 1.0199  0.0000
H: 1.8814 -2.0362 1.6303  0.0000
H: 3.9009 2.0182 -0.5069  0.0001
H: 0.9398 -1.5740 -4.7511  0.0205
H: 4.1251 -0.3591 -1.3134  0.0005
H: -3.9899 5.6526 0.8559  0.0000
H: -4.0551 -0.1310 2.6515  0.0004
H: 2.6019 -1.5180 -3.7524  0.0006
H: 1.6944 -3.2033 -4.0696  0.0175
H: 4.6445 -4.3503 -0.4323  0.0000
H: 3.9313 -2.8473 0.1302  0.0000
H: -4.3828 2.9399 0.9354  0.0001
H: 2.4299 2.9249 -3.7533  0.0001
H: -0.5498 -4.3557 2.9613  0.0003
H: -1.2356 -1.3671 -3.3947  0.0070
H: 3.6129 0.8746 0.7568  0.0004
H: -0.9591 -0.0511 -4.8341  0.0229
H: 3.1859 -2.0635 4.4089  0.0000
H: 2.8237 -0.6914 2.3007  0.0000
H: 1.6762 4.0171 3.7138  0.0000
H: -1.6665 -5.7003 1.0001  -0.0001
H: -3.6333 1.5036 0.1593  -0.0001
H: 0.0703 -3.1991 0.4963  0.0005
H: 2.4369 -0.6685 -0.8775  0.0002
H: -0.9584 5.4346 0.7237  0.0000
H: -2.7091 -0.6569 -4.3366  0.0188
H: 2.2373 4.6713 -3.5638  0.0000
H: -1.7388 0.3763 -3.0978  0.0030
H: 0.0433 4.1558 -2.2933  0.0017
H: 0.9409 -4.4330 2.0403  0.0001
H: -2.2622 1.9955 2.1229  0.0001
H: 0.9114 -1.9319 -2.8329  0.0303
H: -0.0414 2.6060 0.7797  0.0000
H: -3.6883 2.0104 3.1371  0.0014
H: -2.8282 6.7258 1.6697  0.0000
H: 2.3769 3.6389 -2.1322  0.0000
H: 2.3076 -4.9231 -0.0552  0.0002

Computed properties:
total energy: -80841.68942 eV
E_LUMO (spin up / spin down): -0.60 / -1.87 eV
frontier orbital gap (spin up / spin down): 8.607 / 7.815 eV
multiplicity: 5

***

Record 3
ORCA calculation (the ωB97M-V functional and the def2-TZVPD basis) on a cluster of 11 separate species, C16H56ClN4O14 in total at a distorted geometry.

Last column: Mulliken charge in e.
Element x y z (Å)
Cl: -0.9130 0.8946 0.2076  0.8974
O: 0.2150 1.7320 0.5045  -0.5451
O: -5.4287 3.4706 4.7885  -0.3783
O: 2.3362 2.5493 -3.1516  -0.5325
O: -1.1106 -0.3369 1.0332  -0.2346
O: -2.1552 1.6029 0.0075  -0.4470
O: -3.5000 4.4414 0.3259  -0.6572
O: -4.6965 -1.3293 1.5052  -0.6664
O: -3.9130 0.0936 -1.6510  -0.6621
O: 5.1039 -0.3343 -1.0247  -0.3371
O: -0.6491 -0.4361 -3.9646  -0.6638
O: -0.5887 0.2456 -1.0438  -0.3844
O: 1.1462 -4.8611 0.5864  -0.4757
O: -1.9579 -2.0945 3.4466  -0.5956
O: -0.6913 4.7728 -0.3810  -0.7383
N: -0.5276 -2.7977 -1.9828  -0.5155
N: 3.9224 1.2222 0.8035  -0.8103
N: -3.9296 1.0092 5.5005  -0.7824
N: 1.8818 0.3507 -5.3177  -0.5209
C: 2.8057 0.3621 -4.2868  0.2114
C: 3.0411 -1.0334 1.0494  -1.2136
C: 4.2638 -0.1097 1.2322  0.2838
C: -0.4338 -5.1675 -2.0610  -1.6468
C: 5.4493 -0.5635 0.3578  -0.9635
C: 2.2346 1.1212 -2.9750  1.8553
C: -3.3679 2.0949 4.5970  0.2791
C: 1.7366 3.2731 -2.0823  -0.3812
C: -2.4965 1.3329 3.5914  -0.6351
C: -6.5714 3.8903 4.0899  -0.6875
C: -4.4152 2.9313 3.9205  -0.5998
C: 4.2391 0.7475 -4.7404  -1.6804
C: 0.8882 -3.7798 -0.1991  -0.3878
C: 5.2105 -1.4977 -1.8343  -0.4738
C: 0.1633 -5.3083 1.4886  -0.5432
C: -0.3631 -3.9808 -1.1130  0.6221
H: 1.9018 1.2466 -5.7836  0.2465
H: 1.7340 4.3472 -2.2673  0.2598
H: -1.3090 -1.6795 2.8784  0.2517
H: -1.1683 -4.0343 -0.3803  0.3495
H: 0.1599 -0.3694 -4.4718  0.4684
H: -0.1063 5.2209 0.2300  0.2871
H: -0.5473 -6.1377 -1.5773  0.3489
H: -0.3426 -6.1104 0.9513  0.2366
H: -4.6166 0.5140 4.9503  0.2780
H: -1.1159 -5.0255 -2.8992  0.3776
H: 2.5395 -1.2286 1.9973  0.4525
H: -3.9711 3.7478 3.3513  0.4089
H: 0.1532 -3.0836 -2.6719  0.3122
H: 5.6912 -1.5886 0.6385  0.4761
H: -0.4260 3.8541 -0.3371  0.3594
H: 1.7622 -3.4863 -0.7805  0.3055
H: 3.3690 -2.0540 0.8518  0.3654
H: 4.5573 -2.2627 -1.4145  0.2621
H: 6.2246 -1.7942 -2.1020  0.3054
H: 6.3665 0.0005 0.5274  0.4394
H: -7.3934 4.2948 4.6805  0.2599
H: 2.8252 -0.6751 -3.9523  0.1914
H: 2.8456 0.8547 -2.1126  -0.3351
H: -3.1197 0.7197 2.9404  -0.3854
H: -0.4869 0.0927 -3.1834  0.0962
H: -1.9151 0.5260 4.0376  0.2991
H: 2.3175 -0.1952 -6.0472  0.2636
H: -3.8298 3.5793 0.0725  0.3163
H: -3.9701 -0.7125 1.5951  0.2815
H: 1.2176 0.7476 -2.8558  -0.9741
H: -4.3067 0.9618 -1.5641  0.2785
H: -6.2293 4.6288 3.3649  0.2804
H: 4.9485 0.7705 -3.9132  0.3041
H: 4.5408 0.0082 -5.4824  0.4677
H: 2.3569 2.9854 -1.2335  0.2580
H: -2.5548 4.3877 0.1848  0.3471
H: 2.9236 1.3430 0.8922  0.3146
H: 4.7913 -1.2384 -2.8065  -0.0368
H: -4.9878 2.2483 3.2929  0.2737
H: 4.2019 1.3181 -0.1623  0.3376
H: -0.3944 -4.4498 1.8629  0.1687
H: 2.3546 -0.7570 0.2492  0.1642
H: -2.7440 2.7857 5.1642  0.3319
H: 0.5471 -5.6300 2.4567  0.2624
H: -4.5232 1.4994 6.1543  0.3281
H: -6.9539 3.0163 3.5627  0.3113
H: 0.5667 -5.4574 -2.3823  0.4134
H: -3.1741 0.1033 -1.0426  0.3198
H: -1.7427 2.0007 3.1744  0.4192
H: -1.5277 -2.1528 4.2997  0.2943
H: 0.7429 2.8651 -1.8968  0.0847
H: -4.4559 -2.0667 2.0661  0.3092
H: -0.1200 -1.9560 -1.6013  0.0236
H: 4.3099 1.6779 -5.3038  0.4001
H: 4.5195 0.1425 2.2614  0.3886
H: 0.6348 -2.8497 0.3095  0.1621

Computed properties:
total energy: -64639.17524 eV
E_LUMO: 2.43 eV
charge: -1
frontier orbital gap: 8.669 eV

***

Question: Which of these has the highest total energy?
Answer: C16H56ClN4O14

***

Question: The highest total energy belongs to which entry?
Answer: C16H56ClN4O14